[1]
C18H31GeO5Pt | the ωB97M-V functional and the def2-TZVPD basis

Last column: natural (NBO) charge in e.
Atoms and positions in Å:
1 Pt -0.707 -0.428 -0.825  1.007
2 C 1.406 -2.729 1.278  -0.251
3 O 1.246 -1.331 1.099  -0.552
4 C 2.318 -0.757 0.393  -0.093
5 C 2.027 0.697 0.144  -0.087
6 O 0.956 0.832 -0.817  -0.554
7 C 0.892 2.112 -1.490  -0.092
8 C 0.876 3.287 -0.527  -0.102
9 O -0.117 3.194 0.457  -0.528
10 C -1.432 3.374 -0.035  -0.256
11 H 2.320 -2.950 1.837  0.183
12 H 1.445 -3.244 0.312  0.171
13 H 0.547 -3.083 1.841  0.205
14 H 2.481 -1.276 -0.561  0.178
15 H 3.250 -0.823 0.970  0.199
16 H 2.913 1.172 -0.285  0.202
17 H 1.733 1.207 1.062  0.220
18 H -0.016 2.079 -2.087  0.210
19 H 1.752 2.194 -2.161  0.201
20 H 0.762 4.196 -1.134  0.193
21 H 1.825 3.368 0.002  0.201
22 H -1.511 4.302 -0.611  0.179
23 H -2.089 3.438 0.829  0.204
24 H -1.759 2.534 -0.657  0.161
25 C -2.236 0.618 3.096  -0.714
26 C -2.165 -0.065 1.761  0.632
27 O -1.216 0.312 1.033  -0.665
28 C -3.132 -1.062 1.383  -0.335
29 C -4.161 -1.375 2.311  -0.113
30 C -5.140 -2.286 2.041  -0.259
31 C -5.133 -2.937 0.797  -0.122
32 C -4.161 -2.669 -0.127  -0.300
33 C -3.133 -1.737 0.131  0.490
34 O -2.263 -1.607 -0.850  -0.712
35 H -1.407 1.316 3.171  0.251
36 H -2.167 -0.110 3.905  0.250
37 H -3.180 1.152 3.210  0.249
38 H -4.171 -0.873 3.267  0.220
39 H -5.908 -2.500 2.770  0.232
40 H -5.903 -3.660 0.562  0.229
41 H -4.149 -3.168 -1.087  0.225
42 C -2.965 -1.822 -4.042  -1.066
43 Ge -1.169 -2.445 -3.619  1.529
44 C -1.092 -4.081 -2.566  -1.067
45 C -0.078 -2.597 -5.228  -1.088
46 C -0.289 -1.009 -2.534  -0.397
47 H -3.463 -2.575 -4.654  0.245
48 H -2.927 -0.894 -4.612  0.239
49 H -3.536 -1.658 -3.132  0.245
50 H -1.428 -4.921 -3.175  0.246
51 H -1.720 -3.997 -1.683  0.244
52 H -0.068 -4.284 -2.252  0.234
53 H -0.492 -3.359 -5.888  0.248
54 H 0.945 -2.883 -4.984  0.236
55 H -0.056 -1.654 -5.776  0.237
56 H 0.587 -0.540 -3.004  0.156

The frontier orbital gap comes out at 0.252 Eh. Its net charge is +1. The energy relative to the best compared isomer or geometry (same formula, charge and spin) is 0.0 kcal/mol. Its LUMO energy is -4.4 eV. The multiplicity is 1.

---

[2]
C18H31N2Tm | the ωB97M-V functional and the def2-TZVPD basis

Last column: Mulliken spin population.
Atoms and positions in Å:
1 C 1.528 2.088 -0.229  0.002
2 H 1.696 2.622 0.718  0.000
3 H 2.224 2.202 -1.051  0.000
4 H 1.868 1.089 0.113  0.000
5 C 0.173 2.889 -0.792  0.000
6 H -0.475 2.206 -1.413  0.000
7 H -0.443 3.140 0.107  0.000
8 C 0.423 4.147 -1.545  0.000
9 H -0.519 4.626 -1.793  0.000
10 H 0.965 4.924 -1.017  0.000
11 H 0.916 4.034 -2.501  0.000
12 C -0.444 -2.116 -1.073  0.014
13 C -0.854 -0.998 -1.913  -0.023
14 C 0.338 -0.438 -2.488  0.003
15 C 1.463 -1.169 -1.993  0.007
16 C 0.983 -2.197 -1.110  -0.010
17 C 1.807 -3.118 -0.289  -0.004
18 C 2.889 -0.862 -2.305  -0.001
19 C 0.383 0.616 -3.538  -0.001
20 C -2.240 -0.689 -2.340  -0.001
21 C -1.348 -3.048 -0.353  0.000
22 Tm 0.283 -0.193 -0.099  2.019
23 H 3.548 -1.128 -1.467  0.000
24 H 3.261 -1.412 -3.185  0.000
25 H 3.016 0.205 -2.537  0.000
26 H 2.791 -2.689 -0.081  0.000
27 H 1.305 -3.324 0.662  0.000
28 H 1.989 -4.098 -0.758  0.000
29 H -2.313 -2.580 -0.132  0.000
30 H -1.556 -3.972 -0.916  0.000
31 H -0.898 -3.359 0.597  -0.001
32 H -2.306 0.310 -2.781  0.000
33 H -2.601 -1.394 -3.110  0.000
34 H -2.952 -0.737 -1.511  -0.001
35 H 1.181 1.342 -3.356  0.000
36 H 0.571 0.181 -4.530  0.001
37 H -0.563 1.156 -3.605  0.000
38 C 0.270 0.359 5.624  0.000
39 C -0.337 0.216 4.313  -0.001
40 C -1.678 0.104 3.952  0.000
41 C -1.733 -0.020 2.555  -0.002
42 N -0.445 -0.010 2.085  -0.002
43 N 0.368 0.133 3.176  0.000
44 C -2.924 -0.130 1.723  0.000
45 H -0.115 1.245 6.146  0.000
46 H 0.043 -0.511 6.256  0.000
47 H 1.357 0.453 5.563  0.000
48 H -2.528 0.114 4.616  0.000
49 H 1.367 0.254 3.089  0.000
50 H -3.417 -1.103 1.899  0.000
51 H -3.634 0.680 1.972  0.000
52 H -2.687 -0.042 0.645  0.000

The frontier orbital gap (alpha / beta) comes out at 0.287 / 0.291 Eh. Its net charge is +2. The expectation value of S² is 2.00. The energy relative to the best compared isomer or geometry (same formula, charge and spin) is 19.9 kcal/mol. Its LUMO energy (alpha / beta) is -7.3 / -7.2 eV. The multiplicity is 3.

---

[3]
C18H31N3OS | the ωB97M-V functional and the def2-TZVPD basis

Last column: natural (NBO) charge in e.
Atoms and positions in Å:
1 C 5.730 3.195 -0.531  -0.631
2 C 4.930 2.177 0.226  0.050
3 C 3.818 2.504 0.875  -0.225
4 C 2.964 1.555 1.672  -0.258
5 N 2.473 0.457 0.848  -0.458
6 C 1.591 0.883 -0.222  -0.222
7 C 0.158 1.160 0.243  -0.251
8 N -0.360 -0.024 0.905  -0.454
9 C 0.453 -0.339 2.062  -0.229
10 H 0.039 -1.220 2.557  0.202
11 C 1.887 -0.642 1.600  -0.060
12 C 1.916 -1.924 0.751  -0.436
13 H 2.775 -1.870 0.077  0.206
14 H 1.008 -1.992 0.154  0.226
15 C 2.043 -3.176 1.619  -0.058
16 O 3.204 -3.174 2.416  -0.720
17 H 3.967 -3.043 1.841  0.462
18 H 2.023 -4.069 0.977  0.162
19 H 1.211 -3.244 2.323  0.171
20 H 2.513 -0.810 2.484  0.220
21 H 0.464 0.490 2.793  0.170
22 C -1.777 0.077 1.185  -0.269
23 C -2.538 -0.134 -0.074  0.095
24 N -3.666 0.388 -0.383  -0.455
25 C -4.116 -0.020 -1.604  0.147
26 C -3.283 -0.886 -2.239  -0.466
27 S -1.881 -1.209 -1.288  0.389
28 H -3.393 -1.347 -3.199  0.238
29 C -5.447 0.487 -2.075  -0.248
30 C -6.558 -0.303 -1.376  -0.592
31 H -7.533 0.090 -1.655  0.205
32 H -6.446 -0.230 -0.297  0.219
33 H -6.510 -1.352 -1.661  0.202
34 C -5.597 0.412 -3.591  -0.600
35 H -4.776 0.926 -4.086  0.212
36 H -5.612 -0.623 -3.924  0.200
37 H -6.531 0.880 -3.894  0.212
38 H -5.518 1.533 -1.756  0.216
39 H -2.048 -0.715 1.894  0.220
40 H -2.074 1.043 1.630  0.198
41 H -0.469 1.385 -0.623  0.214
42 H 0.133 2.036 0.917  0.164
43 H 2.016 1.777 -0.682  0.216
44 H 1.562 0.087 -0.970  0.200
45 H 3.566 1.111 2.473  0.207
46 H 2.151 2.125 2.149  0.173
47 H 3.480 3.532 0.853  0.195
48 C 5.490 0.788 0.202  -0.665
49 H 4.742 0.070 0.520  0.239
50 H 5.823 0.535 -0.803  0.213
51 H 6.354 0.726 0.864  0.215
52 H 5.321 4.194 -0.407  0.213
53 H 5.739 2.952 -1.593  0.212
54 H 6.763 3.193 -0.184  0.212

The frontier orbital gap comes out at 0.324 Eh. Its net charge is 0. As for the SMILES: CC(C)=CCN1CCN(Cc2nc(C(C)C)cs2)C[C@H]1CCO. The energy relative to the best compared isomer or geometry (same formula, charge and spin) is 27.7 kcal/mol. Its LUMO energy is 0.7 eV. The multiplicity is 1.